A:
A 2-piece molecular cluster, C4H12N2O2 overall. Source: the Open Molecules 2025 dataset; level of theory: ωB97M-V with the def2-TZVPD basis set.

The calculation puts the LUMO energy at 0.83 eV. Its HOMO energy is -9.59 eV. Its net charge is 0. As for the SMILES: C[C@@H](C=O)NCN.O. Its gap between HOMO and LUMO is 10.4243 eV.

Positions of all 20 atoms, in Å:
C (-0.6102, -1.2739, 0.8778)
C (0.4395, -0.9795, -0.2192)
C (-0.0060, -1.7081, -1.4898)
O (-0.4123, -1.1207, -2.4556)
N (0.3795, 0.4743, -0.5516)
C (1.5086, 1.1949, -0.0120)
N (1.2884, 1.4571, 1.4480)
H (-0.9899, -0.3665, 1.3204)
H (-1.4944, -1.7631, 0.4521)
H (-0.1996, -2.0795, 1.4925)
H (1.4302, -1.1918, 0.1848)
H (0.0428, -2.8068, -1.5250)
H (0.4478, 0.5750, -1.5566)
H (1.6357, 2.1708, -0.4880)
H (2.4436, 0.6711, -0.0444)
H (1.7661, 2.3067, 1.7291)
H (0.3039, 1.6167, 1.5963)
O (-3.0859, 0.8826, -0.2161)
H (-2.3784, 0.9390, 0.4466)
H (-2.5095, 1.0017, -0.9893)

B:
A 2-piece molecular cluster, C4H12N2O2 overall. Source: the Open Molecules 2025 dataset; level of theory: ωB97M-V with the def2-TZVPD basis set.

The calculation puts the LUMO energy at -4.24 eV. Its HOMO energy is -8.91 eV. Its net charge is 0. Its gap between HOMO and LUMO is 4.6739 eV.

Positions of all 20 atoms, in Å:
N (-0.3345, 1.8377, -0.9667)
C (-1.3605, 1.2115, -0.1516)
C (-0.8117, 0.0132, 0.6566)
N (-0.2502, -1.0378, -0.3396)
C (1.1708, -0.8239, -0.6087)
C (-0.4293, -2.3411, 0.2955)
O (-1.7574, -0.4626, 1.4505)
H (0.6085, 1.8969, -0.4477)
H (-0.6405, 2.7962, -1.2493)
H (-1.7558, 1.8501, 0.6633)
H (-2.2080, 0.8675, -0.7453)
H (1.5805, -1.6358, -1.0790)
H (1.7371, -0.6522, 0.2870)
H (1.2988, 0.0760, -1.1754)
H (-1.4863, -2.4268, 0.4724)
H (-0.0306, -3.1493, -0.3697)
H (0.1217, -2.4478, 1.2705)
H (2.4891, 2.4038, 0.5853)
H (0.0697, 0.4193, 1.1950)
O (1.9886, 1.6052, 0.2569)

Question: which arrangement is favored energetically? Ranking from most to least stable: A, B.

A:
One molecule with the formula C4H7NO3. Source: the Open Molecules 2025 dataset; level of theory: ωB97M-V with the def2-TZVPD basis set.

The calculation puts the LUMO energy at 0.24 eV. Its HOMO energy is -9.24 eV. Its net charge is 0. As for the SMILES: N[C@H]1C[C@@]1(O)C(=O)O. Its gap between HOMO and LUMO is 9.4858 eV.

Positions of all 15 atoms, in Å:
N (1.2800, 0.8891, -0.7068)
C (0.1980, -0.0628, -1.1193)
C (0.2487, -1.4089, -0.4323)
C (-0.6984, -0.3947, 0.0789)
O (-1.9950, -0.6376, 0.1257)
C (-0.5317, 0.4474, 1.3206)
O (-1.5311, 0.8988, 1.9577)
O (0.7622, 0.4425, 1.9009)
H (0.7706, 1.9531, -0.5572)
H (1.9416, 0.8955, -1.7574)
H (-0.6074, 0.2579, -2.0092)
H (1.1684, -1.3535, 0.1426)
H (-0.0394, -2.3337, -1.0681)
H (-2.1650, -0.2461, 1.1540)
H (1.1986, 0.6531, 0.9699)

B:
C4H7NO3 as an isolated structure. Source: the Open Molecules 2025 dataset; level of theory: ωB97M-V with the def2-TZVPD basis set.

The calculation puts the LUMO energy at 0.53 eV. Its HOMO energy is -8.69 eV. Its net charge is 0. Its gap between HOMO and LUMO is 9.2156 eV.

Positions of all 15 atoms, in Å:
C (0.2799, -1.4911, -0.4980)
C (-1.8770, 0.8925, 0.8008)
C (0.0047, 0.4905, -0.5448)
C (1.4384, -1.1023, 0.2224)
N (1.5743, 0.4134, -0.3191)
O (-0.4491, 0.8822, 0.6981)
O (-0.4161, 0.8974, -1.6074)
O (2.0542, -1.4172, 1.1900)
H (2.0632, 0.5354, -1.2035)
H (1.9300, 1.0476, 0.3943)
H (-0.2833, -2.3180, -0.0778)
H (0.3669, -1.5136, -1.5778)
H (-2.3143, 1.5358, 0.0364)
H (-2.2675, -0.1239, 0.6922)
H (-2.1043, 1.2713, 1.7942)

Question: which arrangement is favored energetically? Ranking from most to least stable: B, A.

A:
One molecule with the formula C4H7NO3. Source: the Open Molecules 2025 dataset; level of theory: ωB97M-V with the def2-TZVPD basis set.

The calculation puts the LUMO energy at 0.89 eV. Its HOMO energy is -9.99 eV. Its net charge is 0. As for the SMILES: CCO/C=N/OC=O. Its gap between HOMO and LUMO is 10.8827 eV.

Positions of all 15 atoms, in Å:
C (2.2544, 0.9874, 0.0544)
C (1.8894, -0.4075, 0.6446)
O (0.5062, -0.6064, 0.9091)
C (-0.3476, -0.7047, -0.0940)
N (-1.4006, -0.0074, 0.0054)
O (-2.4166, -0.0977, -0.9013)
C (-3.6170, 0.0179, -0.3567)
O (-4.0179, 0.3228, 0.7143)
H (3.3114, 0.7947, -0.3363)
H (1.5856, 1.3672, -0.6696)
H (2.2648, 1.8051, 0.7391)
H (2.3726, -0.6283, 1.5504)
H (2.1872, -1.0987, -0.2337)
H (-0.2406, -1.5208, -0.8786)
H (-4.3315, -0.2235, -1.1471)

B:
One molecule with the formula C4H7NO3. Source: the Open Molecules 2025 dataset; level of theory: ωB97M-V with the def2-TZVPD basis set.

The calculation puts the LUMO energy at 0.49 eV. Its HOMO energy is -9.65 eV. Its net charge is 0. As for the SMILES: CNC(=O)CC(=O)O. Its gap between HOMO and LUMO is 10.1396 eV.

Positions of all 15 atoms, in Å:
C (1.7520, -0.5723, -1.7197)
N (0.6279, -0.2033, -0.8329)
C (0.7617, -0.1403, 0.5171)
O (1.8415, -0.4186, 1.0436)
C (-0.3970, 0.2735, 1.3790)
C (-1.7300, 0.4707, 0.7161)
O (-1.7657, 1.0722, -0.3386)
O (-2.8080, 0.0585, 1.3826)
H (1.6670, -1.6304, -1.9645)
H (1.7320, -0.0121, -2.6591)
H (2.7009, -0.3355, -1.2594)
H (-0.1339, 0.3057, -1.2202)
H (-0.1463, 1.2129, 1.8876)
H (-0.4941, -0.4652, 2.1859)
H (-3.6080, 0.3842, 0.8825)

C:
C4H7NO3 as an isolated structure. Source: the Open Molecules 2025 dataset; level of theory: ωB97M-V with the def2-TZVPD basis set.

The calculation puts the LUMO energy at 0.66 eV. Its HOMO energy is -10.65 eV. Its net charge is 0. Its gap between HOMO and LUMO is 11.3157 eV.

Positions of all 15 atoms, in Å:
C (-0.2316, -0.0944, -0.3699)
C (-0.5222, 1.3104, 0.1203)
C (2.4065, 0.0004, -0.2441)
C (-1.3178, -1.1063, -0.0963)
O (0.9807, -0.6324, 0.2163)
O (2.8077, 0.1798, 0.9368)
N (-2.4845, -0.7502, 0.2327)
O (2.6742, 0.1385, -1.3809)
H (1.6248, -0.2295, 1.1755)
H (-0.0380, -0.0915, -1.4503)
H (-3.0989, -1.5548, 0.3583)
H (-0.9950, -2.1461, -0.2218)
H (-0.6662, 1.3156, 1.2014)
H (0.2986, 1.9806, -0.1395)
H (-1.4382, 1.6800, -0.3383)

D:
One molecule with the formula C4H7NO3. Source: the Open Molecules 2025 dataset; level of theory: ωB97M-V with the def2-TZVPD basis set.

The calculation puts the LUMO energy at 0.35 eV. Its HOMO energy is -9.64 eV. Its net charge is 0. As for the SMILES: CC(=O)NCC(=O)O. Its gap between HOMO and LUMO is 9.9904 eV.

Positions of all 15 atoms, in Å:
C (-1.8695, -0.9187, -0.2451)
C (-0.9109, -1.0400, 0.8665)
O (-1.1858, -1.7583, 1.8483)
N (0.2460, -0.3755, 0.8172)
C (0.6557, 0.0925, -0.4375)
C (1.8644, 1.1014, -0.5178)
O (2.4893, 1.3278, -1.4822)
O (1.7232, 1.8993, 0.6035)
H (-3.0196, -1.1135, -0.0414)
H (-1.9007, -0.0162, -0.7691)
H (-1.8604, -1.7437, -0.8798)
H (0.8049, -0.1578, 1.6519)
H (0.9249, -0.7519, -1.1593)
H (-0.1585, 0.7304, -0.8696)
H (2.1971, 2.7242, 0.6144)

Question: which arrangement is favored energetically? Ranking from most to least stable: B, D, C, A.

A:
A 2-piece molecular cluster, C4H7NO3 overall. Source: the Open Molecules 2025 dataset; level of theory: ωB97M-V with the def2-TZVPD basis set.

The calculation puts the LUMO energy at 0.12 eV. Its HOMO energy is -8.54 eV. Its net charge is 0. As for the SMILES: CC=C(O)O.N#CO. Its gap between HOMO and LUMO is 8.6656 eV.

Positions of all 15 atoms, in Å:
C (0.5238, -1.7780, 0.1763)
C (-0.2856, -0.5483, 0.5322)
C (-0.9526, 0.1233, -0.4990)
O (-0.5702, 0.0921, -1.7801)
O (-1.7220, 1.1875, -0.2783)
H (1.4137, -1.5003, -0.3915)
H (-0.0358, -2.4987, -0.4260)
H (0.8197, -2.2949, 1.0852)
H (-0.8730, -0.6508, 1.4376)
H (0.0078, -0.6676, -1.9296)
H (-1.8964, 1.2885, 0.6683)
N (0.9726, 1.9464, 1.9805)
C (0.8692, 1.4911, 0.9119)
O (1.2201, 1.7929, -0.4318)
H (0.5087, 2.0168, -1.0557)

B:
One molecule with the formula C4H7NO3. Source: the Open Molecules 2025 dataset; level of theory: ωB97M-V with the def2-TZVPD basis set.

The calculation puts the LUMO energy at 0.71 eV. Its HOMO energy is -10.10 eV. Its net charge is 0. As for the SMILES: C[C@@H](NC=O)C(=O)O. Its gap between HOMO and LUMO is 10.8102 eV.

Positions of all 15 atoms, in Å:
C (-1.2086, -0.7911, -0.8716)
C (-0.0764, 0.2380, -0.7066)
N (-0.3929, 1.2376, 0.3212)
C (0.0479, 1.1919, 1.6039)
O (0.8665, 0.4102, 2.0277)
C (1.2995, -0.3764, -0.4074)
O (2.3250, 0.1875, -0.6504)
O (1.2340, -1.6254, 0.0770)
H (-1.8889, -0.7428, -0.0310)
H (-0.8602, -1.8137, -0.9015)
H (-1.8064, -0.5255, -1.7298)
H (0.0448, 0.7996, -1.6227)
H (-1.3069, 1.6562, 0.1924)
H (-0.3802, 1.9838, 2.2398)
H (2.1030, -1.8299, 0.4591)

Question: which arrangement is favored energetically? Ranking from most to least stable: B, A.

A:
One molecule with the formula C3H7NO2. Source: the Open Molecules 2025 dataset; level of theory: ωB97M-V with the def2-TZVPD basis set.

The calculation puts the LUMO energy at 0.74 eV. Its HOMO energy is -9.72 eV. Its net charge is 0. As for the SMILES: CNC(=O)CO. Its gap between HOMO and LUMO is 10.4592 eV.

Positions of all 13 atoms, in Å:
C (-1.5818, 1.1642, 0.4694)
N (-0.3943, 0.5064, -0.0260)
C (0.0899, -0.6765, 0.4528)
O (-0.5042, -1.4194, 1.2141)
C (1.4860, -0.9854, -0.1117)
O (1.6044, -0.4616, -1.4247)
H (-2.2518, 1.4431, -0.3506)
H (-2.1036, 0.4830, 1.1421)
H (-1.3137, 2.0735, 1.0196)
H (0.2037, 1.0100, -0.6655)
H (1.6790, -2.0659, -0.0607)
H (2.2525, -0.4958, 0.5036)
H (0.8002, -0.7460, -1.8830)

B:
C3H7NO2 as an isolated structure. Source: the Open Molecules 2025 dataset; level of theory: ωB97M-V with the def2-TZVPD basis set.

The calculation puts the LUMO energy at 0.95 eV. Its HOMO energy is -9.62 eV. Its net charge is 0. Its gap between HOMO and LUMO is 10.5624 eV.

Positions of all 13 atoms, in Å:
C (-1.7865, 0.2344, 0.2634)
C (-0.9641, -0.4278, -0.7984)
O (0.5308, 0.6777, -0.8396)
C (1.2127, -0.0314, 0.0069)
O (0.6914, -1.0412, 0.4884)
N (2.4883, 0.2600, 0.3816)
H (-2.0618, 1.2425, -0.0350)
H (-1.1420, 0.2617, 1.1410)
H (-2.6819, -0.3307, 0.5634)
H (-0.9909, -1.5238, -0.7107)
H (-1.0470, -0.1395, -1.8231)
H (2.7793, -0.3001, 1.1678)
H (2.9717, 1.1182, 0.1944)

Question: which arrangement is favored energetically? Ranking from most to least stable: A, B.

A:
C3H7NO2 as an isolated structure. Source: the Open Molecules 2025 dataset; level of theory: ωB97M-V with the def2-TZVPD basis set.

The calculation puts the LUMO energy at 0.00 eV. Its HOMO energy is -9.10 eV. Its net charge is 0. Its gap between HOMO and LUMO is 9.1031 eV.

Positions of all 13 atoms, in Å:
C (1.4110, -0.7298, -0.2174)
C (0.4057, -0.2757, 0.5851)
N (0.0890, -0.2329, 1.8039)
O (-1.1032, 0.4330, 2.0973)
C (-1.1481, 0.6359, -0.6119)
O (-0.9035, 0.6632, -1.8388)
H (1.4378, -1.7689, -0.5362)
H (1.0468, -0.3459, -1.7514)
H (2.3541, -0.1876, -0.2754)
H (-1.1554, 0.3316, 3.0589)
H (-1.0316, 1.5461, -0.0066)
H (-1.8194, -0.1331, -0.2004)
H (0.4168, 0.0640, -2.1074)

B:
One molecule with the formula C3H7NO2. Source: the Open Molecules 2025 dataset; level of theory: ωB97M-V with the def2-TZVPD basis set.

The calculation puts the LUMO energy at 0.85 eV. Its HOMO energy is -7.13 eV. Its net charge is 0. As for the SMILES: CN/C(O)=C\O. Its gap between HOMO and LUMO is 7.9777 eV.

Positions of all 13 atoms, in Å:
C (2.0548, 0.1179, -0.0914)
N (0.6510, 0.2005, -0.4142)
C (-0.3926, -0.0072, 0.4251)
O (-0.1206, -0.1394, 1.7528)
C (-1.6957, -0.1390, 0.0888)
O (-2.0643, -0.4936, -1.1993)
H (2.5086, 1.1106, 0.0426)
H (2.1752, -0.4367, 0.8404)
H (2.5941, -0.4021, -0.8907)
H (0.3722, 0.4064, -1.3595)
H (-0.9337, -0.6350, 1.9726)
H (-2.4326, 0.3097, 0.7509)
H (-2.7051, 0.1501, -1.5132)

Question: which arrangement is favored energetically? Ranking from most to least stable: B, A.